# 1
# C5H13NP

A molecular structure, C5H13NP (ωB97M-V with the def2-TZVPD basis set, OMol25).

Each line ends with the Löwdin charge.
CARTESIAN COORDINATES (ANGSTROEM)
C: 1.793 0.967 -0.808  -0.15
H: 2.417 1.860 -0.897  0.09
N: -0.630 1.715 0.460  -0.13
H: -2.512 2.278 0.108  0.09
C: -1.792 1.511 0.026  -0.07
H: -1.461 -2.581 -1.224  0.07
H: -2.005 -1.015 0.514  0.08
H: -2.201 0.514 -0.211  0.06
H: -0.536 0.224 2.352  0.08
H: -0.248 -1.256 -1.637  0.08
H: 1.927 1.686 1.277  0.13
H: 0.242 -2.718 -0.861  0.09
H: 2.207 0.152 -1.383  0.08
H: 0.887 1.117 -1.342  0.04
H: 2.465 -0.131 0.976  0.12
H: -0.673 -1.890 1.398  0.10
C: -0.606 -2.012 -0.910  -0.10
C: 1.700 0.696 0.706  -0.33
C: -0.939 -1.331 0.438  -0.32
P: -0.034 0.215 1.020  0.99

Computed properties:
- energy above the lowest of the compared OMol25 structures with the same formula, charge and spin (eV) = 1.474
- gap between HOMO and LUMO (eV) = 10.97
- LUMO energy (eV) = -3.97
- net charge = +1
- E (eV) = -16166.149
- 2S+1 = 1
- highest occupied orbital energy (eV) = -14.94


# 2
# C5H9NO2

2 unconnected molecules or ions with the total composition C5H9NO2 (ωB97M-V with the def2-TZVPD basis set, OMol25).

Each line ends with the Löwdin charge.
CARTESIAN COORDINATES (ANGSTROEM)
H: 1.260 0.435 1.781  0.08
C: 0.544 -1.130 -1.026  -0.04
H: -0.086 2.786 -0.687  0.08
N: 1.482 -0.534 1.597  0.00
O: -2.256 -0.428 0.719  0.09
C: 0.373 -1.279 1.150  -0.16
H: 1.511 -1.615 -1.109  0.11
H: -0.417 -1.293 1.896  0.09
C: -0.918 2.119 -0.934  -0.02
H: 2.289 -0.572 0.989  0.07
C: -0.573 0.703 -0.638  -0.32
C: -1.197 -0.134 0.245  -0.28
H: -0.299 -1.620 -1.501  0.11
H: -1.787 2.414 -0.346  0.09
H: -1.159 2.260 -1.992  0.08
O: 0.613 0.211 -1.128  -0.06
H: 0.620 -2.323 0.982  0.09

Computed properties:
- energy above the lowest of the compared OMol25 structures with the same formula, charge and spin (eV) = 5.039
- gap between HOMO and LUMO (eV) = 8.30
- LUMO energy (eV) = 0.51
- E (eV) = -10911.537
- 2S+1 = 1
- highest occupied orbital energy (eV) = -7.79


Q: 2S+1 of number 1 (C5H13NP)?
A: 1


What did the second record say?
# C5H9NO2

2 unconnected molecules or ions with the total composition C5H9NO2 (ωB97M-V with the def2-TZVPD basis set, OMol25).

Each line ends with the Löwdin charge.
CARTESIAN COORDINATES (ANGSTROEM)
H: 1.260 0.435 1.781  0.08
C: 0.544 -1.130 -1.026  -0.04
H: -0.086 2.786 -0.687  0.08
N: 1.482 -0.534 1.597  0.00
O: -2.256 -0.428 0.719  0.09
C: 0.373 -1.279 1.150  -0.16
H: 1.511 -1.615 -1.109  0.11
H: -0.417 -1.293 1.896  0.09
C: -0.918 2.119 -0.934  -0.02
H: 2.289 -0.572 0.989  0.07
C: -0.573 0.703 -0.638  -0.32
C: -1.197 -0.134 0.245  -0.28
H: -0.299 -1.620 -1.501  0.11
H: -1.787 2.414 -0.346  0.09
H: -1.159 2.260 -1.992  0.08
O: 0.613 0.211 -1.128  -0.06
H: 0.620 -2.323 0.982  0.09

Computed properties:
- energy above the lowest of the compared OMol25 structures with the same formula, charge and spin (eV) = 5.039
- gap between HOMO and LUMO (eV) = 8.30
- LUMO energy (eV) = 0.51
- E (eV) = -10911.537
- 2S+1 = 1
- highest occupied orbital energy (eV) = -7.79


Repeat the first record exactly.
# C5H13NP

A molecular structure, C5H13NP (ωB97M-V with the def2-TZVPD basis set, OMol25).

Each line ends with the Löwdin charge.
CARTESIAN COORDINATES (ANGSTROEM)
C: 1.793 0.967 -0.808  -0.15
H: 2.417 1.860 -0.897  0.09
N: -0.630 1.715 0.460  -0.13
H: -2.512 2.278 0.108  0.09
C: -1.792 1.511 0.026  -0.07
H: -1.461 -2.581 -1.224  0.07
H: -2.005 -1.015 0.514  0.08
H: -2.201 0.514 -0.211  0.06
H: -0.536 0.224 2.352  0.08
H: -0.248 -1.256 -1.637  0.08
H: 1.927 1.686 1.277  0.13
H: 0.242 -2.718 -0.861  0.09
H: 2.207 0.152 -1.383  0.08
H: 0.887 1.117 -1.342  0.04
H: 2.465 -0.131 0.976  0.12
H: -0.673 -1.890 1.398  0.10
C: -0.606 -2.012 -0.910  -0.10
C: 1.700 0.696 0.706  -0.33
C: -0.939 -1.331 0.438  -0.32
P: -0.034 0.215 1.020  0.99

Computed properties:
- energy above the lowest of the compared OMol25 structures with the same formula, charge and spin (eV) = 1.474
- gap between HOMO and LUMO (eV) = 10.97
- LUMO energy (eV) = -3.97
- net charge = +1
- E (eV) = -16166.149
- 2S+1 = 1
- highest occupied orbital energy (eV) = -14.94